ORCA calculation (ωB97M-V with the def2-TZVPD basis set) on 40 unconnected molecules or ions with the total composition H80O40 at a distorted geometry.

Last columns: bonded neighbours and bond lengths (Å).
Cartesian coordinates (Å):
1 H -2.4529 -5.6736 3.3675  O24 0.920
2 H -4.4026 -1.3655 -0.1492  O105 0.973
3 H 5.1834 -1.0432 -2.3058  O114 0.995
4 H 3.4239 1.2358 2.7451  O82 0.941
5 H -0.7655 0.9393 4.4755  O34 0.961
6 H -1.6517 -3.2854 5.3792  O33 0.931
7 O 2.7271 -1.3768 5.2848  H35 0.936, H81 0.953
8 H -1.1341 -2.4195 2.9984  O113 0.940
9 H 1.3896 -1.6238 -3.4860  O13 1.010
10 H 3.5113 -4.3448 -2.2426  O46 0.999
11 H 4.5135 -4.8142 0.7944  O92 0.919
12 O -0.7187 -2.4356 -3.4203  H54 0.981, H117 1.038
13 O 1.5048 -2.1559 -4.3365  H9 1.010, H56 0.963
14 H -0.3623 3.2332 1.6154  O31 1.001
15 O -2.4402 3.9301 2.1661  H40 0.938, H120 0.966
16 H -3.4416 -4.1540 -0.0050  O109 0.977
17 O 4.6332 2.0501 -3.8893  H53 0.994, H99 0.999
18 H 0.3124 -2.1982 2.7854  O113 0.981
19 O -1.6772 4.2305 -4.4201  H45 1.017, H103 0.991
20 H -2.6938 0.5846 -0.6522  O25 0.999
21 H 2.6782 0.5017 -1.6316  O36 0.974
22 O -4.3512 -2.7737 -3.7069  H93 1.017, H102 0.935
23 H -1.5351 -0.7381 0.8691  O86 0.985
24 O -1.8192 -5.5280 2.7171  H1 0.920, H111 0.978
25 O -3.6406 0.7650 -0.9141  H20 0.999, H98 1.051
26 H -1.0370 0.0454 -6.1668  O37 0.974
27 H 1.0344 4.0145 2.1916  O61 0.971
28 H -1.1600 -5.2816 -1.2478  O58 1.007
29 H -2.0550 -5.9308 -2.4554  O58 0.967
30 O 2.6036 2.8746 -0.3993  H44 0.963, H106 0.948
31 O 0.1861 3.1678 0.7809  H14 1.001, H80 1.014
32 H -4.0586 -2.3009 2.7341  O101 0.992
33 O -2.1255 -2.4857 5.4249  H6 0.931, H71 1.031
34 O -1.5763 0.5485 4.8133  H5 0.961, H87 1.000
35 H 3.4032 -1.3942 4.6381  O7 0.936
36 O 2.3538 -0.3299 -1.2406  H21 0.974, H74 0.995
37 O -1.3812 -0.0331 -5.2595  H26 0.974, H94 0.976
38 O 1.3503 1.0340 -3.5690  H69 0.925, H118 0.964
39 H -1.1745 0.3117 2.0042  O86 0.949
40 H -2.7475 3.1018 1.8512  O15 0.938
41 H -5.1469 3.9731 1.7972  O108 0.970
42 O 4.5527 -1.5503 0.7421  H68 0.932, H116 0.990
43 O 1.1025 -3.1822 -1.5982  H63 0.977, H100 0.948
44 H 3.4812 2.4957 -0.2798  O30 0.963
45 H -2.5215 4.0908 -4.9703  O19 1.017
46 O 4.4759 -4.1051 -2.3465  H10 0.999, H110 0.955
47 H 1.5135 0.5586 0.8544  O115 1.001
48 O 5.4248 2.6573 -0.1162  H64 0.967, H95 0.973
49 O -0.1971 -0.6718 -1.3685  H96 1.013, H97 0.996
50 H -5.1405 1.7129 1.7601  O77 1.018
51 O -0.7748 5.6846 0.0141  H60 0.979, H83 0.981
52 H -3.9347 -5.5867 -0.2854  O109 1.009
53 H 4.1113 2.3622 -4.6758  O17 0.994
54 H -1.3065 -2.0297 -4.0929  O12 0.981
55 H -2.1698 -1.8694 0.3286  O91 1.003
56 H 1.0584 -1.5518 -4.9395  O13 0.963
57 H -1.0414 4.1755 -2.8929  O84 0.944
58 O -2.0740 -5.3845 -1.6579  H28 1.007, H29 0.967
59 H 0.5339 3.1531 4.1986  O112 0.963
60 H -1.5545 5.6875 -0.5784  O51 0.979
61 O 1.9353 4.0728 2.5497  H27 0.971, H88 0.983
62 H 2.8664 0.5726 4.0295  O82 0.985
63 H 0.7263 -2.5028 -1.0062  O43 0.977
64 H 5.4153 3.3524 -0.7884  O48 0.967
65 H -4.2209 -0.1805 1.1116  O105 1.054
66 H -3.4958 -2.4785 4.1198  O101 1.002
67 H -0.1758 2.9632 -2.4492  O84 0.895
68 H 3.9919 -2.2206 0.4178  O42 0.932
69 H 0.5644 1.1642 -3.0984  O38 0.925
70 H -4.2456 1.6274 0.6814  O77 1.031
71 H -1.3641 -1.8280 5.2002  O33 1.031
72 H -1.0408 1.8357 -0.7434  O90 0.945
73 H -1.5377 -2.5194 1.5851  O91 0.920
74 H 3.2050 -0.8351 -1.3394  O36 0.995
75 H -5.1149 3.7961 0.3315  O108 0.993
76 H -0.8862 0.7619 -1.7380  O90 1.030
77 O -4.2298 1.2710 1.6491  H50 1.018, H70 1.031
78 H 3.0482 4.6274 -1.1624  O107 0.929
79 H 1.4698 1.9168 4.2029  O112 0.966
80 H -0.0292 3.9674 0.1951  O31 1.014
81 H 1.9457 -1.8653 5.0413  O7 0.953
82 O 3.2858 1.3853 3.6642  H4 0.941, H62 0.985
83 H 0.0270 5.8308 -0.5312  O51 0.981
84 O -0.3071 3.8470 -2.3994  H57 0.944, H67 0.895
85 H 4.4111 -2.3583 -2.7120  O114 0.945
86 O -1.7951 0.0999 1.3177  H23 0.985, H39 0.949
87 H -1.9615 -0.1954 4.2673  O34 1.000
88 H 2.3679 3.3056 2.1138  O61 0.983
89 H 2.8481 4.9413 0.2544  O107 0.948
90 O -1.2046 1.7384 -1.6687  H72 0.945, H76 1.030
91 O -1.3473 -2.2951 0.7134  H55 1.003, H73 0.920
92 O 3.7350 -4.9680 0.3302  H11 0.919, H104 0.962
93 H -4.2928 -3.6880 -3.2666  O22 1.017
94 H -0.6766 0.3712 -4.7187  O37 0.976
95 H 5.7207 3.2061 0.6303  O48 0.973
96 H 0.0311 -1.1003 -2.2572  O49 1.013
97 H 0.7030 -0.3586 -1.0782  O49 0.996
98 H -3.6460 0.5654 -1.9458  O25 1.051
99 H 5.1874 1.2967 -4.2403  O17 0.999
100 H 0.8822 -2.8995 -2.4756  O43 0.948
101 O -3.5038 -2.9516 3.2368  H32 0.992, H66 1.002
102 H -5.0536 -2.2197 -3.4347  O22 0.935
103 H -1.0779 4.5187 -5.1546  O19 0.991
104 H 2.9383 -4.8413 0.8550  O92 0.962
105 O -4.1121 -1.1672 0.7584  H2 0.973, H65 1.054
106 H 2.3440 2.9097 0.5116  O30 0.948
107 O 3.0328 5.3518 -0.5802  H78 0.929, H89 0.948
108 O -5.0248 4.5197 1.0055  H41 0.970, H75 0.993
109 O -4.2726 -4.6454 -0.1539  H16 0.977, H52 1.009
110 H 4.8883 -4.4049 -1.5392  O46 0.955
111 H -2.3983 -4.9200 2.2158  O24 0.978
112 O 0.5782 2.2162 3.9823  H59 0.963, H79 0.966
113 O -0.4257 -1.9287 3.3731  H8 0.940, H18 0.981
114 O 4.3253 -1.5429 -2.2412  H3 0.995, H85 0.945
115 O 1.0089 0.1564 1.6197  H47 1.001, H119 1.003
116 H 5.0880 -1.2919 -0.0493  O42 0.990
117 H -0.2308 -3.1938 -3.9340  O12 1.038
118 H 1.7834 1.8934 -3.5176  O38 0.964
119 H 0.7202 1.0207 2.0390  O115 1.003
120 H -2.5651 4.6348 1.5171  O15 0.966

Its spin multiplicity is 2. For the orbital gap (alpha / beta), the calculation gives 1.86 / 9.41 eV. The energy above the lowest of the compared OMol25 structures with the same formula, charge and spin comes out at 93.0 kcal per mole. The value obtained for the calculated total energy is -83196.209 eV. Its HOMO energy (alpha / beta) is -0.20 / -7.79 eV. As for the lowest unoccupied orbital energy (alpha / beta): 1.658 / 1.624 eV. Its net charge is -1.